DFT (ωB97M-V/def2-TZVPD) results for C3H7N as an isolated structure.

The geometry in XYZ format:
```
11
Properties=species:S:1:pos:R:3:forces:R:3
C -0.0033 0.0528 -1.5455 -1.1 -0.3 -0.1
C -0.7875 -0.4416 -0.5115 -1.2 -0.6 1.3
N -0.2303 -0.6401 0.9074 -0.6 0.3 -3.2
C 0.3730 0.6604 1.3127 1.6 -2.3 0.7
H 0.7584 -0.6667 -1.8640 1.2 1.2 0.9
H -0.3455 0.7013 -2.3424 -0.8 -0.8 -0.3
H -1.5981 -1.1769 -0.3689 -1.4 1.6 -1.4
H 0.2512 -1.0884 0.0145 2.2 -1.1 2.4
H 0.5708 0.4403 2.3715 0.1 0.6 -0.1
H -0.3249 1.4920 1.2419 0.2 0.0 -0.5
H 1.3364 0.6671 0.7842 -0.4 1.4 0.4
```
Forces are in eV/Å.

Summary:
Total charge   0
Total energy   -4708.2401 eV
Multiplicity   1
ΔE to the lowest compared entry with this formula, charge and spin   5.917 eV
Highest occupied orbital energy   -7.9 eV

These are the natural (NBO) partial charges, in e, on atoms 1 to 5: -0.65, 0.01, -0.58, -0.44, 0.23